(1)
{
  "formula": "C6H14",
  "method": "wB97M-V/def2-TZVPD",
  "orbital_gap_ev": 10.61,
  "smiles": "C=CC.CCC",
  "charge": 0,
  "max_force_ev_per_a": 2.39,
  "elements": ["C", "C", "C", "H", "H", "H", "H", "H", "H", "H", "H", "C", "C", "C", "H", "H", "H", "H", "H", "H"],
  "xyz": [[2.273, 2.008, -1.164], [1.725, 0.624, -1.659], [2.277, 0.283, -3.032], [1.662, 2.839, -1.555], [2.291, 2.034, -0.088], [3.294, 2.265, -1.453], [2.150, -0.039, -0.918], [0.653, 0.532, -1.552], [1.512, -0.193, -3.644], [3.184, -0.329, -2.992], [2.659, 1.190, -3.587], [-2.948, -2.125, 3.023], [-3.062, -0.913, 2.136], [-2.016, -0.091, 1.985], [-3.833, -2.309, 3.639], [-1.981, -2.309, 3.499], [-2.832, -2.991, 2.351], [-3.939, -0.729, 1.530], [-2.049, 0.477, 1.059], [-1.021, -0.225, 2.424]],
  "atomic_forces_ev_per_a": [[-0.962, 0.216, -0.595], [1.932, 1.129, 0.841], [0.418, 0.806, -0.990], [0.102, -0.260, 0.293], [-0.325, 0.205, 0.515], [0.077, -0.588, -0.338], [-0.090, -0.707, 0.027], [-0.244, 0.293, -0.238], [0.247, -0.172, -0.198], [-0.356, -0.274, 0.163], [-0.805, -0.651, 0.527], [-0.298, -1.024, -0.999], [1.833, 0.110, 1.066], [-0.187, -0.731, -1.493], [0.410, -0.008, 0.189], [-0.238, 1.110, 0.708], [-0.847, 0.025, -0.233], [-0.154, -0.294, 0.094], [0.099, 0.813, 0.463], [-0.611, 0.002, 0.197]]
}

=====

(2)
{
  "formula": "C2H4NPS",
  "method": "wB97M-V/def2-TZVPD",
  "orbital_gap_ev": [6.69, 6.69],
  "smiles": "S=PN1CC1",
  "charge": 0,
  "max_force_ev_per_a": 4.90,
  "elements": ["C", "C", "N", "P", "S", "H", "H", "H", "H"],
  "xyz": [[-0.360, -0.554, 0.019], [0.218, 0.798, -0.004], [-1.204, 0.647, 0.238], [-2.664, 1.274, -0.075], [-4.139, -0.765, 0.019], [-0.684, -1.056, -0.814], [-0.294, -1.232, 0.807], [0.757, 1.136, 0.832], [0.635, 1.296, -0.929]],
  "atomic_forces_ev_per_a": [[-1.206, 1.689, 0.756], [0.417, 0.905, -1.676], [0.517, -0.302, -0.505], [-2.465, -4.102, 0.426], [2.917, 3.928, -0.240], [-0.238, -0.871, -2.415], [0.480, -0.585, 1.703], [0.597, 0.139, 1.178], [-1.018, -0.802, 0.772]]
}

=====

(3)
{
  "formula": "C14H40N2O6",
  "method": "wB97M-V/def2-TZVPD",
  "orbital_gap_ev": 9.28,
  "smiles": "NC(N)=O.CC(C)O.CC(C)O.CC(C)O.CC(C)O.CO",
  "charge": 0,
  "max_force_ev_per_a": 14.18,
  "elements": ["C", "O", "H", "H", "H", "H", "C", "O", "N", "N", "H", "H", "H", "H", "C", "C", "C", "O", "H", "H", "H", "H", "H", "H", "H", "H", "C", "C", "C", "O", "H", "H", "H", "H", "H", "H", "H", "H", "C", "C", "C", "O", "H", "H", "H", "H", "H", "H", "H", "H", "C", "C", "C", "O", "H", "H", "H", "H", "H", "H", "H", "H"],
  "xyz": [[16.124, 21.437, -25.168], [16.228, 20.170, -25.881], [15.207, 21.370, -24.578], [15.841, 22.230, -25.953], [16.984, 21.696, -24.585], [16.842, 19.600, -25.473], [15.808, 21.447, -21.390], [16.467, 20.279, -21.428], [16.410, 22.557, -20.929], [14.609, 21.592, -21.904], [17.347, 22.485, -20.594], [15.878, 23.380, -20.697], [14.020, 20.737, -22.028], [14.153, 22.543, -21.917], [11.601, 20.391, -27.615], [12.843, 20.708, -26.700], [12.386, 21.427, -25.420], [13.381, 19.624, -26.334], [11.697, 19.640, -28.321], [11.288, 21.389, -28.013], [10.811, 20.053, -27.028], [13.550, 21.203, -27.368], [11.849, 22.308, -25.758], [13.184, 21.805, -24.733], [11.790, 20.729, -24.886], [14.245, 19.735, -26.016], [14.729, 16.923, -24.739], [14.637, 17.428, -23.337], [14.001, 18.845, -23.209], [14.010, 16.634, -22.576], [15.421, 17.560, -25.207], [13.712, 16.988, -25.182], [15.050, 15.888, -24.780], [15.661, 17.320, -22.979], [14.749, 19.627, -23.420], [13.419, 19.108, -22.324], [13.218, 18.973, -23.963], [14.530, 15.838, -22.312], [19.379, 18.296, -25.166], [18.781, 18.748, -23.765], [19.314, 20.060, -23.081], [17.499, 18.736, -23.788], [20.418, 18.609, -25.240], [18.945, 19.156, -25.749], [19.174, 17.325, -25.593], [19.013, 17.881, -23.060], [19.007, 20.232, -22.073], [19.003, 20.884, -23.701], [20.344, 19.975, -23.019], [17.077, 19.120, -23.021], [15.694, 17.670, -28.340], [16.341, 16.368, -28.125], [17.536, 16.475, -27.270], [15.662, 15.550, -27.552], [16.462, 18.405, -28.559], [15.222, 17.932, -27.422], [14.981, 17.517, -29.175], [16.651, 15.974, -29.102], [18.133, 15.505, -27.259], [17.278, 16.719, -26.280], [18.155, 17.294, -27.641], [16.258, 14.922, -27.099]],
  "atomic_forces_ev_per_a": [[-1.916, -0.268, -2.257], [-1.247, 2.207, -0.880], [0.411, 0.146, 0.545], [0.953, -1.021, 1.061], [0.479, 0.110, 0.240], [1.126, -1.053, 1.327], [4.093, -4.778, -0.200], [-2.593, 4.486, 0.232], [-0.025, 0.492, 0.179], [-3.335, 0.755, -0.428], [0.232, -0.129, 0.129], [0.138, -0.104, -0.014], [0.971, 1.420, 0.075], [0.685, -1.858, 0.071], [0.829, 3.503, 1.446], [-3.098, 4.075, -2.146], [0.833, 2.051, -1.055], [1.331, -7.683, 1.184], [0.992, -1.109, -1.744], [0.066, -0.990, -0.230], [-1.536, -0.501, 1.443], [0.002, 1.257, 0.120], [-0.582, 0.251, 0.486], [-0.286, -0.526, -0.761], [-0.789, -0.420, 0.459], [2.252, 0.113, 0.650], [-1.996, 0.199, -0.320], [3.885, 3.561, -2.225], [0.288, 0.272, -1.463], [-4.848, -6.322, 5.630], [0.803, 0.621, -1.278], [0.698, -0.042, -0.211], [0.221, -0.106, 0.110], [0.806, 1.616, -0.099], [-0.256, -0.446, 0.097], [0.610, -0.765, 0.696], [0.250, -0.268, -0.356], [-0.738, 1.099, -0.506], [-0.596, 4.160, 0.770], [6.077, -2.637, 2.742], [-0.838, -1.313, -1.800], [-6.567, 0.205, -2.204], [0.367, -0.681, 0.341], [-0.032, -1.163, -0.602], [-0.166, 0.029, 0.463], [0.902, 0.778, -0.298], [-0.908, -0.335, 0.531], [0.113, 0.615, -0.214], [2.293, 0.214, -0.223], [-0.190, 0.416, 0.798], [-0.540, 0.289, -1.088], [7.316, 5.678, -5.094], [3.515, 0.590, -1.253], [-8.445, -9.641, 6.066], [-0.213, 0.265, -0.379], [-0.756, 0.518, 0.500], [0.130, 0.711, 0.579], [0.521, 0.288, -0.776], [-0.583, 1.081, -0.098], [-0.605, 0.278, 1.333], [0.607, -0.235, 0.152], [-1.113, 0.047, -0.251]]
}

=====

(4)
{
  "formula": "C3H4N2OS",
  "method": "wB97M-V/def2-TZVPD",
  "orbital_gap_ev": 8.71,
  "smiles": "Oc1cncn1S",
  "charge": 0,
  "max_force_ev_per_a": 2.30,
  "elements": ["C", "C", "C", "H", "H", "H", "H", "N", "N", "O", "S"],
  "xyz": [[-0.404, -0.680, -0.286], [-0.486, -1.244, 0.943], [0.242, 0.756, 1.248], [-0.634, -0.409, -2.162], [-0.775, -2.252, 1.162], [0.679, 1.563, 1.730], [1.762, 1.455, -1.520], [-0.059, -0.301, 1.877], [0.085, 0.584, -0.102], [-0.834, -1.124, -1.479], [0.422, 1.651, -1.412]],
  "atomic_forces_ev_per_a": [[-0.574, -0.676, 0.078], [0.263, 0.374, -0.107], [0.225, -0.319, -0.431], [-0.295, -1.280, 1.076], [-0.158, -0.054, 0.291], [0.587, 1.705, 0.236], [-0.345, -0.153, 0.081], [-0.666, -2.011, 0.892], [0.361, 1.426, -1.572], [0.577, 1.180, -1.289], [0.025, -0.191, 0.744]]
}

=====

Sequential energy relative to the best compared isomer or geometry (same formula, charge and spin) output: 184.51; 307.82; 255.35; 134.13 kJ/mol